[1]
This record from the OMol25 dataset describes a single CH5ClNOP molecule. The level of theory is ωB97M-V/def2-TZVPD.

Structure (XYZ):
```
10
Properties=species:S:1:pos:R:3:forces:R:3
H 2.43079 0.34816 -0.69716 0.6 0.4 -0.2
H 1.12095 0.58410 0.57552 0.5 -0.8 -2.1
H 0.56540 -1.48130 1.05240 -0.4 0.3 1.5
N -2.96231 0.65273 0.63821 0.4 0.5 1.8
P -0.14163 -1.75413 -0.10231 -1.0 -0.4 -0.3
H -2.49340 1.19767 1.43170 -0.6 -0.8 -1.3
H 0.84925 1.00830 -1.12028 -1.1 2.0 -1.7
Cl -1.70053 0.09973 -0.25956 1.0 -0.3 -0.5
O 0.96019 -0.99748 -0.96316 0.0 1.2 -0.6
C 1.37129 0.34222 -0.55537 0.6 -1.9 3.4
```
Positions in Å, forces in eV/Å.

Properties
E_HOMO (spin up / spin down) = -7.87 / -7.86 eV
LUMO level (spin up / spin down) = -0.684 / -0.686 eV
ΔE to the lowest compared entry with this formula, charge and spin = 156.0 kcal/mol
2S+1 = 1

[2]
This record from the OMol25 dataset describes 2 unconnected molecules or ions with the total composition CO4S. The level of theory is ωB97M-V/def2-TZVPD.

Structure (XYZ):
```
6
Properties=species:S:1:pos:R:3:forces:R:3
C -0.89905 -0.14827 -0.80184 -0.3 -0.4 -0.2
O -0.69521 -1.24885 -0.55524 0.3 -1.5 0.4
S 1.74091 -0.18575 1.22052 2.7 0.2 -1.8
O 1.42509 0.45621 -0.07756 0.9 0.8 -1.7
O -1.14792 0.93167 -1.08022 -0.3 1.8 -0.3
O 0.63008 -0.31112 2.07668 -3.2 -0.9 3.7
```
Positions in Å, forces in eV/Å.

Properties
E_HOMO (spin up / spin down) = -8.82 / -12.39 eV
LUMO level (spin up / spin down) = 0.722 / -4.838 eV
ΔE to the lowest compared entry with this formula, charge and spin = 4.3 kcal/mol
2S+1 = 3

[3]
This record from the OMol25 dataset describes a single C2H4N2O2S molecule. The level of theory is ωB97M-V/def2-TZVPD.

Structure (XYZ):
```
11
Properties=species:S:1:pos:R:3:forces:R:3
C -0.33003 -0.11047 0.48373 2.3 -0.1 -0.7
O -0.91790 1.31730 -1.24836 -0.8 1.5 -0.7
O 1.65363 -1.21832 0.42011 1.5 -0.9 1.2
H 0.89850 0.79566 -2.86967 -0.2 0.2 -0.5
H -2.04810 0.97416 0.66730 0.1 -0.1 0.2
H 2.18741 -1.61298 1.17539 -0.8 0.6 -1.7
N 0.55267 -0.79949 1.12061 -1.7 0.4 0.7
H -1.48923 0.06079 2.08155 -0.4 0.1 0.6
S 1.05859 -0.22369 -2.03767 0.2 0.1 0.6
C -0.14280 0.48037 -0.92573 0.1 -1.9 0.8
N -1.42273 0.33668 1.13274 -0.3 0.0 -0.5
```
Positions in Å, forces in eV/Å.

Properties
SMILES string = N/C(=N/O)C(=O)S
E_HOMO = -8.64 eV
LUMO level = 0.380 eV
ΔE to the lowest compared entry with this formula, charge and spin = 48.7 kcal/mol
2S+1 = 1

[4]
This record from the OMol25 dataset describes a single C5H13N3 molecule. The level of theory is ωB97M-V/def2-TZVPD.

Structure (XYZ):
```
21
Properties=species:S:1:pos:R:3:forces:R:3
H -0.97872 -0.06386 3.20989 0.3 0.1 -0.4
H -1.46243 1.29332 -3.38318 0.2 0.0 0.2
H -1.20432 -1.07567 1.92464 0.2 0.1 0.0
H 2.32124 -0.48456 1.64651 -0.1 0.0 0.0
H -0.07829 1.95301 -2.47445 -0.2 0.1 -0.1
C 0.13848 0.82179 0.10965 3.3 -2.0 6.0
H 0.54265 -2.04899 -1.92811 0.0 0.2 0.1
N -0.94921 -0.11853 2.18907 0.2 0.1 -0.4
H 1.02731 1.43066 -0.07721 -0.1 0.1 0.1
H 1.46944 -0.76903 3.17697 -0.2 0.3 -0.3
C 1.34664 -0.73011 2.08292 0.2 -0.4 -0.7
H -1.76001 2.16873 -1.87706 0.2 0.2 -0.1
C 0.08399 -0.32717 -0.82082 -2.6 3.9 -2.0
H -0.72507 1.44673 0.35040 0.0 -0.6 -0.8
H 1.08483 -1.76066 1.77598 0.0 0.1 0.0
C -1.06442 1.48776 -2.38170 0.4 0.1 0.5
N -0.98288 0.24036 -1.63954 -1.0 -3.9 -1.5
H 1.53070 -1.76987 -0.36992 -0.2 0.0 -0.1
C 0.76800 -1.43319 -1.06277 0.0 -0.3 0.5
H -1.46120 -0.50472 -2.14551 0.3 0.3 0.0
N 0.35327 0.24400 1.69426 -1.1 1.5 -1.0
```
Positions in Å, forces in eV/Å.

Properties
SMILES string = C=C(CN(C)N)NC
E_HOMO = -8.02 eV
LUMO level = 1.040 eV
ΔE to the lowest compared entry with this formula, charge and spin = 93.7 kcal/mol
2S+1 = 1

[5]
This record from the OMol25 dataset describes a molecular structure, C15H25FeO4P. The level of theory is ωB97M-V/def2-TZVPD.

Structure (XYZ):
```
46
Properties=species:S:1:pos:R:3:forces:R:3
H 0.60128 -1.84208 0.86122 -0.2 -0.9 0.6
C -0.00682 -1.63784 -4.88982 0.0 -3.6 0.5
C -1.73624 0.03324 -0.30005 -3.9 -0.4 -1.4
C -1.13756 -2.45967 4.92073 0.0 -0.1 0.6
O 0.66551 0.99338 2.80191 -1.2 -2.0 -2.3
Fe 0.02683 0.20010 0.04914 -0.3 -1.8 -0.3
H 0.89475 -3.55116 3.43757 0.1 0.1 -0.1
C -1.74983 -2.87690 3.59087 -0.2 -0.5 -0.4
H 1.63329 -1.95946 3.11671 0.0 -0.2 0.0
H 2.11906 -3.37914 2.18342 -0.3 0.1 -0.1
H -3.46074 -4.08142 4.19984 0.2 0.2 -0.1
P -1.37138 -1.66273 2.27374 -1.2 -1.5 1.5
H 0.65190 -4.37524 0.42873 0.0 0.3 0.2
C 1.26327 -2.88233 2.65774 -0.2 0.3 0.1
C -2.52232 0.37205 4.22790 0.2 -0.2 0.3
H -3.04652 1.34233 4.30436 0.2 -0.3 -0.3
C -0.22646 -3.86216 0.83834 -0.6 0.4 0.1
C -0.00994 1.85076 -0.42712 -0.2 5.7 0.3
H -0.94641 0.21999 -5.36085 0.3 -0.1 0.2
C -4.06796 -0.42707 2.38585 -0.2 -0.3 -0.1
H -3.67841 -3.25177 2.64744 0.0 0.0 0.3
H -3.05326 -0.29535 4.92585 0.3 0.2 -0.3
O -0.01355 3.00740 -0.51738 0.0 -2.8 -0.3
H -2.22708 0.66841 2.13083 -0.1 -0.3 0.2
H -0.74092 -4.56346 1.49810 0.0 0.0 -0.2
H -1.59930 -1.54277 5.28151 0.2 -0.3 0.1
H -0.89062 -3.60682 0.00678 0.0 -0.1 0.1
O -2.85550 0.10133 -0.61931 2.9 -0.1 1.0
H 0.92859 -2.20173 -4.80954 -0.3 0.2 0.1
H -4.54701 0.48514 1.99218 0.4 -0.2 0.0
H -0.05735 -2.30301 4.85403 -0.2 0.0 0.1
H -3.76018 -2.34929 4.19801 0.0 -0.2 -0.2
O 2.94645 -0.00197 -0.06440 -2.2 0.7 -0.3
H -4.66208 -0.71530 3.26774 0.3 -0.1 -0.5
H -1.48450 0.53480 4.55300 -0.4 0.0 0.0
C -0.01006 -0.32517 -5.20146 0.0 3.5 -1.2
H -1.31354 -3.24690 5.66948 0.0 0.2 -0.2
H 0.92259 0.21875 -5.38565 -0.3 -0.1 0.2
H -1.26047 -3.80466 3.26404 -0.1 0.2 0.1
H -0.94045 -2.20062 -4.78558 0.3 0.2 0.1
C 1.80310 0.12768 -0.13239 3.8 -1.6 0.1
C 0.27555 0.46718 1.83863 1.4 3.1 2.9
C -2.61773 -0.12275 2.78526 0.5 1.1 -0.6
C -3.25307 -3.15125 3.65444 -0.2 -0.2 0.3
H -4.13553 -1.20611 1.61131 -0.2 0.3 0.3
C 0.19040 -2.59512 1.59836 1.1 1.2 -1.2
```
Positions in Å, forces in eV/Å.

Properties
E_HOMO (spin up / spin down) = -13.69 / -15.55 eV
LUMO level (spin up / spin down) = -8.202 / -12.490 eV
Net charge = +2
2S+1 = 5

[6]
This record from the OMol25 dataset describes a single C3H6N2O2 molecule. The level of theory is ωB97M-V/def2-TZVPD.

Structure (XYZ):
```
13
Properties=species:S:1:pos:R:3:forces:R:3
N -0.75006 0.24322 0.24258 -2.3 -0.5 0.3
H 0.05006 -1.59958 -0.66841 1.3 -0.3 0.2
H 1.82278 -2.08123 -0.95882 -0.1 0.1 -0.1
C 1.09156 -1.67340 -0.26134 -1.0 -2.1 1.6
O 2.61829 0.09360 0.43305 0.1 0.1 0.2
C -1.89591 1.12806 0.16206 -0.4 0.4 -0.8
H -1.46043 2.14561 0.19601 -1.1 -0.2 -0.5
H -2.45612 0.80292 -0.77251 0.8 1.0 0.7
H 1.04303 -2.48431 0.63367 0.2 2.2 -1.8
H -2.66053 1.00737 0.93797 0.7 -0.3 0.3
N 0.32005 0.78819 0.01706 4.1 -0.9 0.8
O 0.71394 1.95124 -0.11154 -1.0 0.1 -0.2
C 1.56332 -0.32171 0.15021 -1.3 0.4 -0.6
```
Positions in Å, forces in eV/Å.

Properties
SMILES string = C/N=[N+](\[O-])C(C)=O
E_HOMO = -9.85 eV
LUMO level = 0.316 eV
ΔE to the lowest compared entry with this formula, charge and spin = 111.9 kcal/mol
2S+1 = 1

no.,largest force on an atom (hartree/bohr)
1,0.077
2,0.097
3,0.047
4,0.139
5,0.112
6,0.083